1.
Density functional theory data (ωB97M-V with the def2-TZVPD basis set) for a molecular structure, C16H30CrN4O4PS.

Calculated values
⟨S²⟩: 6.019
Total charge: +1
Multiplicity: 5
HOMO level (alpha / beta): -11.607 / -12.510 eV
HOMO-LUMO gap (alpha / beta): 8.64 / 9.84 eV

Last column: Mulliken spin population.
Element x y z (Å)
Cr1 -0.14026 0.74338 0.42654  4.05
O1 -2.33519 -4.03214 2.93964  0.00
C1 -1.56247 -3.39828 3.81098  0.00
O2 -1.42500 -3.75538 4.94866  0.00
C2 -0.85934 -2.16379 3.34117  0.01
C3 -0.02173 -1.43979 4.16461  0.00
N1 0.42058 -0.38885 3.46348  -0.03
N2 -0.06118 -0.39252 2.21162  0.03
C4 -0.84313 -1.46731 2.13055  0.03
C5 -1.51849 -1.69523 0.80473  0.00
O3 -2.16569 -2.70341 0.61577  0.01
O4 -1.31386 -0.74138 -0.05758  -0.13
H1 -2.37061 -3.56101 2.07515  0.00
H2 0.25959 -1.61577 5.19002  0.00
H3 1.07823 0.31640 3.75351  0.00
C6 3.04278 2.11362 -3.75320  0.00
N3 2.92659 1.90809 -2.31527  0.00
C7 2.32586 0.87880 -1.73262  0.00
N4 1.71436 -0.02168 -2.50653  0.02
S1 2.34675 0.68956 -0.01584  0.02
H4 3.32807 3.14511 -3.93526  0.00
H5 2.08099 1.95010 -4.23963  0.00
H6 3.79608 1.45959 -4.19488  0.00
H7 3.43243 2.51449 -1.68870  0.00
H8 1.83695 -0.04891 -3.50454  0.00
H9 1.33829 -0.84172 -2.05773  0.01
C8 -1.38237 5.23262 -0.44925  0.00
C9 -0.48720 3.99226 -0.44171  -0.03
C10 0.18213 3.83418 0.93898  0.05
P1 -1.27772 2.40250 -0.96978  -0.06
C11 -3.03880 2.51511 -0.46259  -0.07
C12 -3.89004 1.39177 -1.06194  0.00
C13 -3.12677 2.49492 1.06509  0.08
C14 -1.16542 2.33656 -2.79836  0.02
C15 -1.42679 0.92994 -3.35264  0.03
C16 -2.00179 3.38319 -3.53319  0.00
H10 -0.78860 6.11848 -0.21480  0.00
H11 -2.16280 5.16001 0.30998  0.00
H12 -1.86497 5.40635 -1.40854  0.00
H13 0.30819 4.13470 -1.18176  0.00
H14 -0.48691 4.13789 1.74343  -0.01
H15 1.10237 4.41241 1.02239  0.00
H16 0.48707 2.79722 1.12887  -0.01
H17 -3.40584 3.47870 -0.82600  0.00
H18 -3.43514 0.41030 -0.91528  0.00
H19 -4.06603 1.53124 -2.12726  0.00
H20 -4.86428 1.38459 -0.57006  0.00
H21 -2.74278 1.55521 1.47532  -0.02
H22 -4.17182 2.56346 1.37169  0.00
H23 -2.58948 3.31622 1.53948  -0.01
H24 -0.10445 2.56722 -2.96301  0.00
H25 -2.49262 0.73880 -3.46663  0.00
H26 -1.02492 0.13853 -2.71972  0.00
H27 -0.97917 0.84422 -4.34549  0.00
H28 -3.06609 3.26289 -3.32277  0.00
H29 -1.87083 3.26321 -4.61079  0.00
H30 -1.71513 4.40341 -3.28502  0.00

Atomic forces in eV per Å
0.27 -0.56 -0.13
0.10 0.16 0.25
-0.28 -0.07 -0.04
0.09 -0.06 0.00
0.06 -0.17 0.12
-0.02 0.08 0.11
0.14 0.00 -0.13
0.00 0.08 0.17
-0.12 0.16 -0.33
0.22 0.33 -0.06
-0.22 -0.06 -0.08
-0.16 -0.20 0.27
0.09 -0.14 -0.20
-0.02 -0.02 -0.02
-0.02 -0.01 0.01
0.00 0.00 0.06
0.07 0.06 0.12
-0.08 -0.13 -0.07
0.10 -0.10 0.23
-0.09 0.25 -0.20
0.04 0.01 0.02
-0.02 0.00 0.00
-0.02 -0.03 0.00
-0.03 0.03 -0.04
-0.03 0.04 -0.05
-0.02 0.01 -0.03
0.02 0.07 0.01
0.07 0.20 0.02
-0.05 -0.10 -0.10
-0.09 0.01 0.25
-0.07 0.00 -0.06
-0.01 -0.03 0.00
-0.03 -0.03 0.07
0.07 0.05 -0.15
-0.06 -0.03 0.00
-0.02 0.00 -0.09
0.00 -0.03 0.00
0.02 -0.01 -0.02
0.00 -0.02 -0.03
0.01 -0.03 -0.03
-0.01 -0.03 0.00
-0.08 0.13 -0.05
0.10 0.09 0.15
-0.07 0.00 0.02
0.02 0.02 0.04
0.02 0.01 -0.01
0.01 0.00 -0.03
0.02 -0.03 -0.05
0.02 0.04 -0.01
0.01 0.00 -0.02
0.02 0.00 0.01
-0.01 0.03 0.02
0.01 0.04 0.02
-0.02 0.00 0.01
0.03 0.00 0.01
-0.01 -0.01 0.02
0.02 0.00 0.03

2.
Density functional theory data (ωB97M-V with the def2-TZVPD basis set) for C3H4N2O2 in the gas phase.

Calculated values
Total charge: 0
Multiplicity: 1
SMILES string: Nc1coc(=O)[nH]1
Energy above the lowest of the compared OMol25 structures with the same formula, charge and spin: 138.9 kJ/mol
HOMO level: -8.461 eV
HOMO-LUMO gap: 9.11 eV

Last column: Löwdin charge in e.
Element x y z (Å)
N1 -1.76697 -0.55652 0.05299  0.10
C1 -0.52597 0.06906 0.16684  -0.36
C2 0.00952 1.29288 0.30264  -0.03
O1 1.39801 1.19635 0.13728  0.07
C3 1.71723 -0.10926 -0.11456  -0.53
O2 2.80959 -0.53879 -0.35264  0.11
N2 0.52651 -0.81163 -0.06726  0.16
H1 -1.70426 -1.13446 -0.78281  0.10
H2 -2.56262 0.04735 -0.08274  0.09
H3 -0.39698 2.28543 0.41384  0.12
H4 0.49594 -1.74040 0.32643  0.17

Atomic forces in eV per Å
-0.26 0.03 -0.24
0.25 0.29 -0.20
-0.38 -0.33 -0.22
0.12 -0.09 0.00
-0.01 -0.07 0.12
0.01 0.28 0.23
0.21 -0.06 0.11
-0.19 -0.11 0.25
0.05 0.33 0.30
0.04 -0.21 -0.03
0.16 -0.06 -0.30

DFT total energy values (in Eh) by entry order: -2931.58044, -376.71090.